[1]
The following is a quantum chemistry calculation of 2 unconnected molecules or ions with the total composition C3H10N2S, from the OMol25 dataset.

Structure (XYZ):
```
16
Properties=species:S:1:pos:R:3:mulliken_charge:R:1
H 2.564 2.133 1.261 0.208
N 2.124 1.377 0.750 -0.655
C 1.733 0.389 1.458 0.046
N 1.598 -0.811 0.820 -0.427
H 1.555 0.382 2.535 0.381
H 1.775 -0.700 -0.166 0.258
H 1.087 -1.595 1.179 0.221
C -2.102 -1.026 -0.068 -0.679
S -2.267 -0.161 -1.662 -0.092
C -0.706 0.752 -1.663 -0.653
H -2.029 -0.263 0.703 0.243
H -1.203 -1.634 -0.119 0.162
H -2.996 -1.618 0.087 0.316
H -0.819 1.615 -2.315 0.321
H -0.366 1.042 -0.672 0.131
H 0.050 0.118 -2.130 0.217
```

Output
- Calculated total energy: -17088.1073 eV
- Energy above the lowest of the compared OMol25 structures with the same formula, charge and spin: 47.9 kJ/mol
- Gap between HOMO and LUMO: 9.20 eV
- Strongest force on any atom: 0.915 eV/Å
- Spin multiplicity: 1
- Molecular weight: 106.19 g mol⁻¹
- Charge: 0
- E_HOMO: -8.37 eV



[2]
The following is a quantum chemistry calculation of a molecular structure, C59H41IrN6Se, from the OMol25 dataset.

Structure (XYZ):
```
108
Properties=species:S:1:pos:R:3:mulliken_charge:R:1
Ir 0.513 -0.142 -0.479 0.734
C -4.694 -5.218 1.940 -0.569
C -4.553 -4.051 2.677 -1.035
C -3.714 -3.039 2.227 0.093
C -3.025 -3.174 1.027 0.266
C -3.151 -4.358 0.306 0.145
C -3.986 -5.372 0.755 -1.039
C -2.047 -2.099 0.592 2.976
C -2.482 -0.687 0.938 -1.831
C -3.707 -0.177 0.885 -1.005
C -3.806 0.500 -1.521 -0.638
C -2.278 0.724 -1.677 0.822
N -1.548 0.190 0.251 0.096
C -1.700 1.365 -2.880 0.815
C -0.375 1.536 -3.011 0.564
C 0.228 2.229 -4.150 -1.599
C 1.535 2.282 -3.934 -1.635
C 1.816 1.551 -2.697 0.994
C 3.095 1.298 -2.235 0.551
C 4.259 1.960 -2.910 -0.513
C 5.039 2.866 -2.191 -0.075
C 6.115 3.506 -2.790 -0.882
C 6.428 3.245 -4.118 -0.425
C 5.667 2.334 -4.837 -0.841
C 4.593 1.692 -4.236 -0.162
C 3.381 0.445 -1.181 1.260
N 2.461 -0.203 -0.351 0.585
C 3.222 -0.902 0.594 -0.015
C 2.759 -1.663 1.647 0.848
C 3.632 -1.779 2.851 0.753
C 3.522 -2.803 3.803 -0.187
C 4.360 -2.863 4.904 -1.130
C 5.314 -1.882 5.124 -0.420
C 5.385 -0.808 4.251 -1.021
C 4.550 -0.751 3.147 -0.074
C 1.470 -2.277 1.548 -0.035
C 1.023 -3.483 2.102 -1.622
C -0.322 -3.600 1.797 -1.142
C -0.667 -2.461 1.069 -0.323
N 0.418 -1.683 0.865 0.053
C 4.608 -0.756 0.257 -1.326
C 4.705 0.048 -0.821 -1.655
N 0.666 1.121 -2.125 -0.465
C -2.641 1.888 -3.912 0.046
C -3.483 1.008 -4.598 -0.130
C -4.333 1.470 -5.592 -1.001
C -4.364 2.822 -5.910 -0.520
C -3.554 3.710 -5.216 -0.921
C -2.703 3.247 -4.220 -0.188
H -5.343 -6.011 2.293 0.413
H -5.092 -3.928 3.609 0.447
H -3.577 -2.145 2.826 0.421
H -2.575 -4.510 -0.603 0.457
H -4.075 -6.288 0.183 0.429
H -4.603 -0.657 1.260 0.683
H -4.350 1.202 -2.147 1.672
H -0.309 2.617 -4.999 0.571
H 2.280 2.749 -4.558 0.581
H 4.785 3.078 -1.157 0.498
H 6.710 4.208 -2.218 0.400
H 7.266 3.745 -4.589 0.404
H 5.915 2.116 -5.870 0.397
H 4.022 0.957 -4.794 0.562
H 2.774 -3.566 3.703 0.093
H 4.258 -3.687 5.601 0.442
H 5.970 -1.935 5.987 0.417
H 6.082 0.001 4.434 0.403
H 4.576 0.135 2.532 0.514
H 1.626 -4.242 2.573 0.839
H -0.980 -4.409 2.076 0.666
H 5.412 -1.275 0.754 0.758
H 5.599 0.325 -1.357 0.568
H -3.441 -0.053 -4.375 0.488
H -4.966 0.770 -6.124 0.428
H -5.017 3.181 -6.696 0.411
H -3.582 4.768 -5.449 0.412
H -2.093 3.946 -3.659 0.531
N -0.524 3.150 -0.092 0.063
C -1.853 2.819 0.007 -0.525
C -2.810 3.714 0.300 -1.024
C -4.219 3.369 0.487 -0.709
C -4.692 2.136 0.349 -1.558
C -3.764 1.037 -0.023 1.007
C -4.232 -0.912 -1.782 -2.024
C -3.407 -1.936 -1.604 -0.781
C -2.036 -1.826 -1.001 0.071
N -1.473 -0.436 -1.073 -0.171
C -2.281 1.408 -0.254 0.858
H 0.083 2.580 -0.654 -0.091
H -0.302 4.130 -0.077 0.359
H -2.519 4.752 0.433 0.421
H -4.896 4.171 0.758 0.458
H -5.733 1.890 0.536 0.489
H -5.230 -1.080 -2.175 0.522
H -3.724 -2.938 -1.857 0.537
H -1.345 -2.509 -1.489 0.804
Se 0.873 1.427 2.346 0.395
C 0.878 0.492 3.988 -0.083
C 1.790 0.838 4.990 -0.715
C 1.741 0.203 6.223 -0.564
C 0.803 -0.797 6.457 -0.615
C -0.093 -1.158 5.457 -0.587
C -0.066 -0.509 4.232 0.243
H 2.525 1.612 4.802 0.398
H 2.442 0.484 7.000 0.419
H 0.771 -1.296 7.420 0.405
H -0.823 -1.940 5.635 0.444
H -0.784 -0.774 3.460 0.474
```

Output
- Calculated total energy: -138964.6203 eV
- Energy above the lowest of the compared OMol25 structures with the same formula, charge and spin: 504.7 kJ/mol
- ⟨S²⟩: 0.770
- Gap between HOMO and LUMO (alpha / beta): 5.12 / 5.09 eV
- Strongest force on any atom: 1.113 eV/Å
- Spin multiplicity: 2
- Molecular weight: 1105.20 g mol⁻¹
- Charge: +1
- E_HOMO (alpha / beta): -9.15 / -9.15 eV



[3]
The following is a quantum chemistry calculation of a molecular structure, C39H44BCl2N10O2S3W, from the OMol25 dataset.

Structure (XYZ):
```
102
Properties=species:S:1:pos:R:3:mulliken_charge:R:1
W 0.265 -1.193 -1.199 0.686
Cl -5.634 -1.276 2.733 -0.115
C -4.475 -0.952 1.518 -0.168
C -3.140 -1.248 1.740 -0.247
C -2.190 -1.014 0.758 0.709
N -0.790 -1.252 1.002 0.078
C -0.047 -0.304 1.846 -2.020
O -0.134 1.542 3.337 -0.671
C 0.314 0.879 0.931 0.191
C 2.372 0.552 2.243 -0.282
C 3.776 0.320 1.813 -1.809
C 4.151 0.251 0.541 -1.023
C 3.209 0.416 -0.602 0.733
N 0.731 0.496 -0.369 0.655
C -2.594 -0.689 -0.550 -0.835
C -3.922 -0.296 -0.740 -1.044
C -4.853 -0.388 0.285 -0.390
Cl -6.466 0.103 0.027 -0.113
N -1.677 -0.889 -1.584 -0.220
C -2.192 -1.168 -2.844 -0.141
O -3.340 -1.403 -3.119 -0.584
C -1.094 -1.176 -3.861 0.551
C -1.394 -1.097 -5.211 -0.640
C -0.353 -1.055 -6.127 -0.598
C 0.942 -1.123 -5.633 -0.908
C 1.157 -1.216 -4.267 0.046
N 0.161 -1.221 -3.370 0.487
H -2.854 -1.717 2.667 0.813
H 2.380 1.109 3.181 0.563
H 4.502 0.198 2.604 0.625
H 5.179 0.077 0.265 0.608
H 3.740 0.884 -1.430 0.157
H -4.254 0.042 -1.708 0.783
H -2.428 -1.063 -5.516 0.614
H -0.546 -0.981 -7.186 0.512
H 1.786 -1.109 -6.305 0.523
H 2.167 -1.290 -3.883 0.550
C 0.828 -5.973 -0.098 -1.584
C 1.330 -4.674 -0.730 1.058
C 0.177 -3.951 -1.460 -0.907
C 2.472 -4.940 -1.712 -1.837
N 1.842 -3.799 0.339 0.540
C 3.140 -3.625 0.699 -0.541
C 3.204 -2.550 1.545 -0.597
N 1.953 -2.053 1.700 0.489
B 1.444 -0.822 2.481 0.205
N -0.818 0.339 2.930 1.819
C -1.628 -0.177 3.949 -1.206
C -2.564 0.762 4.238 -0.539
N -2.492 1.839 3.401 0.642
C -1.348 1.680 2.652 0.309
S -1.066 2.127 0.949 -0.350
C -3.420 2.999 3.269 1.125
C -3.938 3.014 1.831 -1.381
C -2.631 4.267 3.587 -1.543
C -4.566 2.829 4.256 -1.992
N 1.687 1.434 1.255 2.188
C 1.813 2.851 1.484 -1.295
C 1.973 3.462 0.303 -0.813
N 2.002 2.594 -0.748 1.378
C 1.973 1.243 -0.240 -1.919
S 2.661 -1.213 -1.302 -0.258
C 2.160 2.964 -2.171 1.125
C 1.410 1.921 -3.004 -1.136
C 1.516 4.335 -2.393 -1.826
C 3.640 3.034 -2.570 -1.688
C 1.120 -2.827 0.958 -0.242
S -0.548 -2.938 1.512 -0.214
H 0.534 -6.670 -0.876 0.458
H -0.026 -5.793 0.552 0.329
H 1.619 -6.436 0.487 0.384
H -0.038 -4.490 -2.386 0.745
H 0.526 -2.908 -1.777 0.769
H -0.744 -3.951 -0.868 0.302
H 2.086 -5.402 -2.617 0.467
H 3.195 -5.631 -1.290 0.544
H 2.981 -4.016 -1.988 0.336
H 3.930 -4.253 0.346 0.622
H 4.058 -2.132 2.033 0.787
H 1.320 -1.096 3.622 -0.069
H -1.405 -1.111 4.420 0.765
H -3.306 0.707 5.013 0.685
H -3.159 3.300 1.125 0.477
H -4.734 3.747 1.742 0.611
H -4.333 2.041 1.547 0.225
H -1.741 4.356 2.967 0.288
H -2.339 4.296 4.635 0.403
H -3.256 5.134 3.395 0.483
H -5.129 1.920 4.061 0.432
H -5.243 3.675 4.153 0.455
H -4.208 2.823 5.283 0.506
H 1.754 3.245 2.474 0.830
H 2.095 4.516 0.147 0.669
H 0.344 1.932 -2.773 0.290
H 1.788 0.917 -2.825 -0.284
H 1.540 2.144 -4.058 0.841
H 0.534 4.399 -1.931 0.352
H 1.403 4.496 -3.462 0.467
H 2.143 5.133 -2.006 0.533
H 4.026 2.087 -2.941 0.415
H 4.249 3.366 -1.732 0.300
H 3.751 3.757 -3.372 0.498
```

Output
- Calculated total energy: -120178.6164 eV
- Energy above the lowest of the compared OMol25 structures with the same formula, charge and spin: 394.3 kJ/mol
- Gap between HOMO and LUMO: 6.57 eV
- Strongest force on any atom: 2.435 eV/Å
- Spin multiplicity: 1
- Molecular weight: 1046.61 g mol⁻¹
- Charge: +3
- E_HOMO: -15.72 eV



[4]
The following is a quantum chemistry calculation of 2 unconnected molecules or ions with the total composition H4O2, from the OMol25 dataset.

Structure (XYZ):
```
6
Properties=species:S:1:pos:R:3:mulliken_charge:R:1
O -0.931 -1.417 0.081 -0.656
H -1.321 -0.562 0.266 0.331
H -1.364 -1.823 -0.687 0.323
O 1.026 1.499 -0.194 -0.650
H 0.869 0.571 0.052 0.325
H 1.721 1.732 0.482 0.327
```

Output
- Calculated total energy: -4159.7666 eV
- Energy above the lowest of the compared OMol25 structures with the same formula, charge and spin: 16.6 kJ/mol
- Gap between HOMO and LUMO: 12.38 eV
- Strongest force on any atom: 1.971 eV/Å
- Spin multiplicity: 1
- Molecular weight: 36.03 g mol⁻¹
- Charge: 0
- E_HOMO: -11.51 eV



[5]
The following is a quantum chemistry calculation of a molecular structure, C18H26GeO5SSeSn, from the OMol25 dataset.

Structure (XYZ):
```
53
Properties=species:S:1:pos:R:3:mulliken_charge:R:1
Sn 0.225 0.018 -0.247 0.870
C 2.292 2.052 1.088 -0.423
C 1.173 2.439 1.822 -0.463
C 0.592 1.552 2.720 -0.436
C 1.125 0.276 2.885 -0.455
C 2.246 -0.112 2.155 -0.497
C 2.831 0.777 1.253 -0.525
H 2.790 2.766 0.443 0.534
H 0.794 3.450 1.738 0.469
H -0.240 1.874 3.334 0.520
H 0.713 -0.391 3.632 0.476
H 2.706 -1.075 2.339 0.461
H 3.738 0.500 0.732 0.446
O 0.622 -4.863 -4.199 -0.241
C 0.535 -3.973 -3.466 0.290
C 1.666 -2.830 -3.145 0.067
O 2.700 -2.805 -3.697 -0.340
C 1.032 -1.984 -2.139 0.695
C -0.262 -2.359 -1.836 0.957
O -0.957 -1.659 -1.010 -0.559
C -0.709 -3.559 -2.523 -0.033
O -1.701 -4.195 -2.474 -0.395
O 1.583 -0.986 -1.550 -0.625
C -4.798 -3.076 0.311 -0.935
Ge -4.683 -2.746 2.211 0.436
C -3.048 -3.420 2.988 -0.991
C -6.310 -2.941 3.223 -1.057
C -4.462 -0.637 2.453 -1.153
Se -3.090 0.103 1.463 0.340
C -3.927 0.239 -0.274 -0.615
H -4.951 -4.148 0.169 0.412
H -3.868 -2.804 -0.191 0.163
H -5.640 -2.561 -0.151 0.349
H -3.088 -4.510 3.017 0.404
H -2.911 -3.057 4.006 0.382
H -2.197 -3.126 2.373 0.273
H -6.593 -3.995 3.243 0.393
H -7.117 -2.375 2.760 0.387
H -6.166 -2.602 4.248 0.384
H -4.257 -0.518 3.516 0.519
H -5.433 -0.231 2.168 0.482
H -4.841 -0.346 -0.262 0.341
H -3.229 -0.158 -1.008 0.026
H -4.146 1.287 -0.470 0.393
C 0.254 3.128 -2.446 -0.863
S -0.544 1.515 -2.607 0.188
C -2.124 1.965 -3.354 -0.984
H -0.451 3.854 -2.048 0.336
H 0.616 3.445 -3.420 0.387
H 1.099 3.025 -1.768 0.178
H -1.941 2.263 -4.384 0.388
H -2.584 2.781 -2.799 0.318
H -2.770 1.089 -3.346 0.323
```

Output
- Calculated total energy: -167836.0097 eV
- Gap between HOMO and LUMO (alpha / beta): 5.48 / 5.53 eV
- Strongest force on any atom: 0.521 eV/Å
- Spin multiplicity: 1
- Molecular weight: 624.75 g mol⁻¹
- Charge: +2
- E_HOMO (alpha / beta): -14.48 / -14.51 eV



What is the molecular weight in the first record? 106.19 g mol⁻¹